21
Properties=species:S:1:pos:R:3:forces:R:3:mulliken_charge:R:1 method="wB97M-V/def2-TZVPD" multiplicity=1 homo_energy_ev=-14.5361 total_charge=+1 e_above_lowest_kj_mol=800.46 molar_mass_g_mol=120.1 gap_ev=3.9
C 2.5142 -0.1460 -0.3645 0.2614 -1.5656 -1.3648 -0.498
N 1.8126 -0.7339 -1.4599 -0.8824 2.5460 -0.9988 -0.172
H 3.4016 -0.7775 -0.2730 0.4136 0.3528 0.5143 0.336
H 2.8834 0.8302 -0.7770 0.0408 0.1539 0.4122 0.366
H 2.2831 -0.7408 -2.3699 0.9333 -0.7847 0.4460 0.353
H 1.9295 -0.0555 0.5312 -0.2262 0.0794 0.1524 0.224
H 0.2369 2.5798 1.4296 -0.0330 0.1071 0.0782 0.253
H 0.0216 0.4417 1.7302 -0.4815 -1.0036 0.3665 0.412
O 0.4526 1.6934 1.1021 0.1594 0.3173 -0.8609 -0.593
H 0.0136 1.2732 -0.2881 0.3038 0.0421 0.9751 0.409
H -1.3941 1.0823 -1.0523 -0.1845 -0.5521 -0.1017 0.416
O -0.4046 1.0314 -1.1503 0.1335 0.3835 -0.6593 -0.551
H -0.1028 -0.5895 2.9322 -0.1443 -0.1900 0.0417 0.333
H -1.9716 -2.5925 0.2268 -0.0187 -0.1581 0.0776 0.314
O -0.1302 -0.5453 1.9691 0.6412 0.8532 0.0130 -0.678
H -1.0887 -1.4575 0.8750 -0.1707 -0.1051 0.0495 0.398
H 0.9423 -0.2278 -1.7459 -1.1737 -0.7926 1.1349 0.293
O -1.7557 -1.6588 0.1886 0.3439 -0.1022 -0.0967 -0.654
H -2.7265 -0.3475 -0.1726 -0.0592 -0.0005 -0.1231 0.410
H -3.9224 0.4295 -0.7750 -0.2096 0.1929 -0.1572 0.327
O -2.9950 0.5112 -0.5561 0.3529 0.2265 0.1014 -0.699

=====

21
Properties=species:S:1:pos:R:3:forces:R:3:mulliken_charge:R:1 method="wB97M-V/def2-TZVPD" multiplicity=1 homo_energy_ev=-8.8372 e_above_lowest_kj_mol=85.43 molar_mass_g_mol=138.2 gap_ev=9.3
C -2.1551 -0.9265 -0.2556 -0.9456 0.1272 1.0995 -0.509
S -1.9306 0.1312 1.2433 0.1569 -0.2835 -0.5594 -0.241
H -2.3523 -0.3752 -1.1609 0.4064 0.2876 -0.1295 0.261
H -3.0443 -1.4959 -0.0161 -0.0966 -0.3825 -0.1846 0.299
H -1.3107 -1.5876 -0.3043 0.2459 -0.2071 -0.3452 0.095
H -0.6772 -0.2855 1.4409 0.1092 0.2106 0.2462 0.084
H 0.7603 -1.8750 -1.4618 0.1028 0.1310 0.4753 0.302
H 0.7182 -3.2657 -1.9162 0.0768 -0.4039 0.3050 0.314
O 0.8736 -2.7687 -1.1018 -0.2155 0.3947 -0.8283 -0.642
H -2.3072 2.5566 -0.1085 0.1021 -0.1263 0.1372 0.303
H -1.6666 3.9372 -0.3152 -0.0131 -0.0352 0.0109 0.277
O -1.4679 2.9960 -0.2783 0.1023 0.3291 -0.1905 -0.553
H 2.3418 -0.2725 3.3958 0.0335 0.0108 -0.0776 0.316
H 1.9926 -1.7065 3.7667 -0.0479 0.0697 -0.1758 0.292
O 1.9325 -1.0694 3.0439 -0.0269 -0.0415 0.1970 -0.600
H 2.1848 0.7171 0.1619 0.0781 -0.0170 0.2037 0.303
H 3.2919 0.5970 -0.8423 0.1596 0.0387 0.0445 0.318
O 3.1164 0.9347 0.0430 -0.2377 -0.0451 -0.2189 -0.625
H 0.0814 1.3851 -1.0492 -0.2882 -0.2384 0.2178 0.273
H -0.2624 1.5389 -2.4651 -0.1028 -0.2779 -0.2256 0.291
O -0.1192 0.8349 -1.8203 0.4008 0.4589 -0.0017 -0.559

=====

21
Properties=species:S:1:pos:R:3:forces:R:3:mulliken_charge:R:1 method="wB97M-V/def2-TZVPD" multiplicity=1 homo_energy_ev=-8.8950 e_above_lowest_kj_mol=105.96 molar_mass_g_mol=138.2 gap_ev=9.3
C 1.7044 1.5221 -2.2786 -0.1241 0.6285 1.1107 -0.637
S -0.0416 1.0353 -2.4262 0.1952 -0.3929 -0.1312 -0.173
H 2.3637 1.2299 -3.0834 -0.1929 0.0039 -0.2700 0.326
H 2.1315 1.1718 -1.3364 -0.1948 -0.4424 -0.1307 0.126
H 1.6677 2.5962 -2.1269 0.3825 0.2141 -0.4953 0.251
H 0.0304 0.6202 -3.6910 -0.0521 0.0172 -0.1775 0.099
H -1.5555 0.5276 1.5267 -0.2363 0.1256 -0.1628 0.314
H -0.6008 1.2506 2.5195 -0.3506 0.4800 0.4899 0.294
O -0.6392 0.7039 1.7464 0.7141 -0.5647 -0.3897 -0.613
H -3.8042 0.0779 0.1909 -0.6226 -0.1927 0.5901 0.295
H -3.0804 -0.1287 -1.0820 0.4642 -0.0083 -0.1252 0.288
O -3.1765 0.5128 -0.3714 0.2020 0.1834 -0.2485 -0.602
H 3.3656 -0.5209 1.1533 0.4984 -0.2288 -0.1828 0.313
H 2.7377 0.0932 2.3021 0.0461 0.1956 0.5119 0.316
O 3.6076 -0.2254 2.0382 -0.6023 0.0281 -0.3565 -0.633
H -0.0251 -1.2675 3.7144 -0.3392 0.1765 -0.5455 0.296
H 0.4110 -2.3957 4.5506 -0.4744 -0.3758 -0.4290 0.325
O -0.2004 -2.2092 3.8124 0.7829 0.1860 0.8774 -0.620
H -0.9029 -2.6479 -0.5040 -0.1409 0.5882 -0.2949 0.284
H -0.5720 -1.8950 -1.7791 0.9364 0.0282 -1.3595 0.289
O -1.0680 -1.8190 -0.9917 -0.8917 -0.6497 1.7192 -0.542

=====

21
Properties=species:S:1:pos:R:3:forces:R:3:mulliken_charge:R:1 method="wB97M-V/def2-TZVPD" multiplicity=1 homo_energy_ev=-10.3016 e_above_lowest_kj_mol=43.45 molar_mass_g_mol=122.1 gap_ev=10.6
C -1.7174 -0.1508 -1.1038 0.2286 0.3607 -0.2291 -0.415
O -0.8019 0.7083 -0.4487 0.1044 -0.1849 0.1680 -0.465
H -1.3898 -1.1628 -0.8987 -0.0924 -0.2616 0.0790 0.090
H -2.7350 -0.0026 -0.7415 -0.0952 -0.0694 -0.0662 0.281
H -1.6673 -0.0184 -2.1877 -0.1885 0.0243 -0.0098 0.270
H -0.9923 1.6407 -0.6145 -0.1699 -0.0316 -0.1648 0.336
H 0.8334 2.3083 2.9958 0.0608 -0.1954 0.1090 0.279
H 1.1004 1.5502 1.6480 -0.0552 -0.3282 0.1516 0.400
O 0.7611 2.3635 2.0441 -0.1302 0.4874 -0.4057 -0.674
H 1.1395 -0.8409 1.9695 0.0756 0.1061 -0.3358 0.319
H 0.2833 -0.5982 0.7161 -0.2023 0.5462 -0.1871 0.318
O 1.1440 -0.3998 1.1050 0.3945 -0.5108 0.6785 -0.709
H 0.3410 -3.6198 0.4756 -0.1384 -0.4281 -0.2788 0.294
H 0.2540 -3.6858 -1.0204 0.0710 -0.1136 0.0781 0.326
O 0.0262 -4.2040 -0.2344 0.1072 0.5390 0.2350 -0.632
H -0.3957 3.0955 0.6344 0.1682 0.4436 0.2782 0.351
H -0.8271 4.4401 -0.0489 0.0724 0.1239 0.2012 0.302
O -0.7755 3.4933 -0.1643 -0.1498 -0.5452 -0.2773 -0.683
H 2.0853 -1.6183 -2.0992 -0.1285 -0.1228 -0.2196 0.276
H 1.8484 -1.4157 -0.6307 -0.2555 0.0288 0.2185 0.324
O 1.4854 -1.8830 -1.3955 0.3234 0.1315 -0.0230 -0.588

=====

21
Properties=species:S:1:pos:R:3:forces:R:3:mulliken_charge:R:1 method="wB97M-V/def2-TZVPD" multiplicity=1 homo_energy_ev=-10.3913 e_above_lowest_kj_mol=50.05 molar_mass_g_mol=122.1 gap_ev=10.8
C 1.6975 0.4123 -2.2529 0.4202 -0.1938 -0.2193 -0.667
O 0.5265 -0.1496 -1.6642 0.3894 0.4278 -0.3363 -0.421
H 1.7075 0.2230 -3.3379 0.2443 -0.1978 0.3098 0.263
H 2.5699 -0.0129 -1.7530 -0.0574 -0.1229 -0.2626 0.275
H 1.7662 1.4997 -2.1491 -0.2616 -0.0140 0.2815 0.279
H -0.1423 0.4310 -2.0408 -0.7238 -0.3092 0.2030 0.330
H -1.5485 1.9648 0.1733 0.4768 0.0106 0.0263 0.342
H -0.2158 1.3831 0.6834 0.3431 -0.2109 0.0898 0.325
O -0.5883 1.9859 0.0243 -0.8019 0.3298 0.2572 -0.668
H 0.9562 -0.5967 1.5094 -0.7026 -0.4706 -0.1027 0.339
H 1.8039 0.5443 1.8017 -0.0233 0.5778 0.2862 0.292
O 0.8831 0.2791 1.9097 0.5172 -0.1978 -0.3310 -0.658
H -1.0065 -3.0661 3.6322 0.4244 -1.0669 -0.2637 0.309
H -1.1247 -1.6262 3.2549 0.1166 0.3550 -0.1436 0.319
O -1.3458 -2.2471 3.9484 -0.4793 0.7402 0.3930 -0.630
H -0.7315 2.2621 -1.7202 0.0280 -0.3021 0.1266 0.343
H -1.4255 2.9311 -2.8645 -0.1493 0.0475 -0.4601 0.307
O -1.1024 2.0684 -2.6007 0.1179 0.3004 0.1888 -0.697
H -0.7089 -2.8360 0.5186 0.1695 0.1419 -0.1568 0.314
H 0.0609 -1.8527 -0.4068 0.0218 -0.0098 0.0287 0.348
O 0.1459 -2.4073 0.3864 -0.0696 0.1646 0.0855 -0.643

=====

23
Properties=species:S:1:pos:R:3:forces:R:3:mulliken_charge:R:1 method="wB97M-V/def2-TZVPD" multiplicity=1 homo_energy_ev=-14.2260 total_charge=+1 e_above_lowest_kj_mol=21.16 molar_mass_g_mol=135.1 gap_ev=11.7
N 0.5486 1.0834 -0.0223 -0.0799 0.8950 -0.4129 -0.167
C -0.3832 1.2949 -0.9132 -0.0566 0.2950 -0.0965 0.132
N -1.4346 0.5551 -1.1306 0.1806 0.4752 0.3885 -0.221
H 0.5453 0.2812 0.6009 0.0491 0.0025 0.2473 0.165
H 1.1367 1.9190 0.1328 0.2768 -0.9127 0.2004 0.311
H -0.2534 2.1846 -1.5185 -0.0844 0.0702 -0.0110 0.392
H -2.1654 0.9943 -1.6840 -0.1307 -0.6645 -0.1298 0.304
H -1.6239 -0.1614 -0.4060 -0.4200 -0.1041 -0.5197 0.255
H -1.0778 -1.7502 1.2334 0.1073 0.2636 -0.1074 0.325
H -2.5773 -1.4314 1.3272 0.1659 0.0561 -0.3583 0.317
O -1.8129 -1.3588 0.7335 -0.4585 -0.4241 0.6439 -0.680
H 3.0110 3.6908 0.6950 0.1983 -0.0440 0.1776 0.312
H 3.0500 2.1794 1.1374 0.3860 0.2897 0.1202 0.296
O 2.5810 2.8366 0.6178 -0.4119 -0.1349 -0.2277 -0.660
H 2.8146 -4.0837 2.0328 -0.0316 0.1355 -0.0157 0.334
H 2.0827 -3.5915 0.7699 0.3239 -0.0786 0.2509 0.338
O 2.5694 -3.2837 1.5512 -0.3428 -0.0039 -0.3410 -0.698
H -3.9403 0.4997 -4.0660 -0.4246 0.1491 0.4824 0.327
H -2.5752 1.0094 -4.0342 0.1181 0.3372 0.2218 0.326
O -3.3845 1.0615 -3.5054 0.4321 -0.4501 -0.6690 -0.656
H 0.7682 -0.9399 2.7789 -0.5534 0.3743 0.0174 0.336
H 1.4453 -1.8020 1.8210 -0.2521 -0.1618 -0.5233 0.370
O 0.6760 -1.1874 1.8484 1.0083 -0.3647 0.6617 -0.759

=====

23
Properties=species:S:1:pos:R:3:forces:R:3:mulliken_charge:R:1 method="wB97M-V/def2-TZVPD" multiplicity=1 homo_energy_ev=-10.6721 e_above_lowest_kj_mol=47.18 molar_mass_g_mol=137.1 gap_ev=11.4
C -0.9680 0.9195 1.6551 0.0014 0.1474 -0.1775 -0.019
N -1.8474 0.0162 1.7595 -0.1466 -0.1152 0.3429 -0.537
H -0.5668 1.1497 0.6691 0.0323 0.0347 0.0434 0.127
H -0.5955 1.5113 2.4925 0.0287 -0.0907 0.0544 0.248
H -2.1529 -0.1190 2.7272 0.0671 0.0828 -0.1867 0.172
H -4.0230 -0.0619 -0.9778 0.0521 0.0627 -0.1055 0.328
H -2.9744 0.0765 0.1285 0.2376 -0.0040 0.1761 0.366
O -3.1737 0.3480 -0.7816 -0.2286 -0.1312 -0.1507 -0.698
H 2.9923 -0.0197 0.0829 0.0297 -0.0470 0.0760 0.410
H 3.7284 0.3415 -1.2182 0.0796 -0.0296 -0.0760 0.331
O 3.2645 0.7399 -0.4784 -0.0786 0.0758 0.0395 -0.741
H 2.4968 -1.6537 1.8378 0.0036 -0.0216 0.0263 0.280
H 1.4832 -1.6813 0.6462 -0.1986 -0.0370 0.0131 0.464
O 2.3916 -1.4089 0.9167 0.1099 0.0400 -0.0321 -0.727
H 1.7363 1.4563 -0.9481 0.0177 0.0168 -0.0868 0.427
H 0.9575 2.3854 -1.9358 -0.0530 -0.3316 0.4169 0.270
O 0.8331 1.7435 -1.2172 0.0135 0.2829 -0.3503 -0.711
H -1.5921 -0.2917 -1.6889 0.0536 0.0670 0.0012 0.382
H -0.1324 0.2376 -1.7319 -0.0422 0.1796 -0.0802 0.429
O -0.6747 -0.5592 -1.8789 -0.1703 0.4411 -0.6696 -0.738
H -0.8241 -1.6364 0.6339 0.0915 -0.0578 0.0482 0.293
H -0.2410 -1.5009 -0.7720 -0.1247 -0.1166 -0.0185 0.479
O -0.1180 -1.9928 0.0792 0.2242 -0.4485 0.6958 -0.837

=====

22
Properties=species:S:1:pos:R:3:forces:R:3:mulliken_charge:R:1 method="wB97M-V/def2-TZVPD" multiplicity=1 homo_energy_ev=-13.1187 total_charge=+1 e_above_lowest_kj_mol=0.00 molar_mass_g_mol=123.1 gap_ev=9.0
O -0.6005 -1.3493 -2.2330 -0.0275 -1.5767 -1.9994 -0.366
H 0.1241 -1.9331 -1.9969 0.7129 -0.8142 -0.1406 0.468
H -0.6288 -0.7397 -1.4919 0.4360 4.0141 3.0504 0.307
H -1.4252 -1.8404 -2.2175 -0.6681 -0.6544 -0.2988 0.479
O -0.3778 3.1289 -0.6418 -0.3824 2.5301 0.3638 -0.309
H 0.3932 3.5962 -0.9716 0.6917 0.4550 -0.2180 0.449
H -1.1559 3.3430 -1.1617 -0.5845 0.3244 -0.3249 0.428
H -0.2400 2.1792 -0.6681 0.3047 -4.5334 0.4913 0.402
C -1.1019 0.1144 0.6331 -0.7376 -0.9673 -0.3255 -0.835
O -0.2950 0.4908 -0.4204 1.2456 0.8486 -1.8903 -0.971
H -0.9871 0.6605 1.5694 -0.1302 0.3280 -0.0355 0.422
H -2.1163 0.1177 0.2341 -0.7450 0.3534 0.8235 0.488
H -0.9287 -0.9378 0.8586 0.1809 -0.2952 0.4040 0.010
O 1.7221 -1.1650 2.1592 -0.3280 -0.2342 0.0043 -0.638
H 1.2559 -0.4119 1.7962 -0.0892 0.3181 -0.0747 0.313
H 2.5759 -1.1499 1.7267 0.3268 -0.0732 -0.0261 0.322
O 2.6262 1.1777 -1.5562 0.0423 0.3501 0.0250 -0.630
H 1.8988 0.8037 -1.0589 -0.4661 -0.2893 0.3987 0.301
H 2.3847 1.0430 -2.4726 0.1153 -0.0372 -0.3298 0.322
O -1.0828 -2.6499 2.9131 -0.1901 -0.1946 -0.0075 -0.629
H -0.2690 -2.3263 2.5268 0.5529 0.0805 0.0576 0.335
H -1.7719 -2.1517 2.4734 -0.2605 0.0674 0.0524 0.332